(1)
A cluster of 11 separate species, C27H76O11 in total at a distorted geometry, computed with ωB97M-V/def2-TZVPD.

Last columns: bonded neighbours and bond lengths (Å).
Positions of all 114 atoms, in Å:
1 O 20.1734 -22.5398 -8.5534  C36 1.439, H46 0.960
2 O 23.9147 -22.0250 -0.2673  C35 1.423, H53 0.960
3 O 23.1645 -19.6158 -6.7840  C29 1.459, H82 0.960
4 O 28.1559 -18.6210 -3.6603  H48 0.957, H103 0.957
5 O 21.8987 -11.9806 -1.3429  C33 1.380, H57 0.960
6 O 27.2445 -20.6873 -10.9984  C13 1.406, H91 0.960
7 O 14.2024 -21.0339 -3.4999  C21 1.415, H109 0.960
8 O 30.0178 -15.1135 -3.0690  C27 1.399, H89 0.960
9 O 14.7665 -18.1674 -7.1929  C19 1.413, H40 0.960
10 O 26.8322 -20.6232 -6.6175  H86 0.957, H90 0.957
11 O 22.5477 -14.5552 -12.6165  C22 1.400, H113 0.960
12 C 16.6386 -21.3255 -2.9861  C21 1.530, H58 1.090, H87 1.090, H105 1.090
13 C 26.1176 -20.7428 -11.8382  O6 1.406, C23 1.501, C28 1.545, H72 1.090
14 C 20.8176 -12.9034 -12.5250  C22 1.544, H66 1.090, H77 1.090, H79 1.090
15 C 14.8623 -22.2047 -1.4502  C21 1.546, H83 1.090, H101 1.090, H112 1.090
16 C 23.4343 -17.3379 -6.0525  C29 1.532, H47 1.090, H56 1.090, H69 1.090
17 C 18.0688 -21.9381 -9.4628  C36 1.519, H52 1.090, H62 1.090, H97 1.090
18 C 21.0399 -13.9249 -2.3509  C33 1.557, H42 1.090, H43 1.090, H49 1.090
19 C 15.2627 -16.8554 -7.0260  O9 1.413, C24 1.525, C38 1.534, H59 1.090
20 C 30.3452 -12.7346 -2.7420  C27 1.554, H41 1.090, H80 1.090, H106 1.090
21 C 15.2019 -21.8460 -2.9149  O7 1.415, C12 1.530, C15 1.546, H71 1.090
22 C 21.3180 -14.2705 -12.0113  O11 1.400, C14 1.544, C25 1.520, H111 1.090
23 C 25.6758 -19.3112 -11.9324  C13 1.501, H50 1.090, H110 1.090, H114 1.090
24 C 16.0299 -16.5682 -8.3119  C19 1.525, H81 1.090, H100 1.090, H107 1.090
25 C 21.4492 -14.2743 -10.4972  C22 1.520, H44 1.090, H85 1.090, H92 1.090
26 C 28.4719 -13.7235 -4.1416  C27 1.535, H64 1.090, H68 1.090, H88 1.090
27 C 29.3341 -13.9064 -2.8849  O8 1.399, C20 1.554, C26 1.535, H98 1.090
28 C 26.7144 -21.4033 -13.1015  C13 1.545, H60 1.090, H93 1.090, H94 1.090
29 C 22.4522 -18.5088 -6.1556  O3 1.459, C16 1.532, C34 1.538, H54 1.090
30 C 18.2916 -23.7974 -7.7169  C36 1.529, H45 1.090, H78 1.090, H102 1.090
31 C 22.8964 -23.9066 -1.2211  C35 1.536, H55 1.090, H76 1.090, H96 1.090
32 C 22.9094 -12.4829 -3.4817  C33 1.550, H51 1.090, H70 1.090, H74 1.090
33 C 21.6411 -12.5092 -2.5911  O5 1.380, C18 1.557, C32 1.550, H84 1.090
34 C 22.0243 -19.0681 -4.7881  C29 1.538, H99 1.090, H104 1.090, H108 1.090
35 C 24.2480 -23.2820 -0.8442  O2 1.423, C31 1.536, C37 1.544, H95 1.090
36 C 18.7781 -22.4363 -8.2152  O1 1.439, C17 1.519, C30 1.529, H75 1.090
37 C 25.1058 -23.0688 -2.1099  C35 1.544, H39 1.090, H63 1.090, H67 1.090
38 C 16.1399 -16.5896 -5.7958  C19 1.534, H61 1.090, H65 1.090, H73 1.090
39 H 25.3002 -24.0382 -2.5686  C37 1.090
40 H 14.3926 -18.5209 -6.3825  O9 0.960
41 H 29.8601 -11.7754 -2.5608  C20 1.090
42 H 21.8065 -14.6847 -2.1989  C18 1.090
43 H 20.2934 -14.0064 -1.5608  C18 1.090
44 H 22.2092 -13.6109 -10.0844  C25 1.090
45 H 18.8662 -24.0347 -6.8215  C30 1.090
46 H 20.2475 -22.9910 -9.3976  O1 0.960
47 H 24.2548 -17.6564 -5.4096  C16 1.090
48 H 28.4565 -17.7170 -3.7538  O4 0.957
49 H 20.4912 -14.1957 -3.2530  C18 1.090
50 H 24.8487 -19.2241 -12.6370  C23 1.090
51 H 23.3937 -11.5070 -3.4499  C32 1.090
52 H 18.4990 -20.9958 -9.8021  C17 1.090
53 H 23.2082 -22.1680 0.3667  O2 0.960
54 H 21.5230 -18.2919 -6.6826  C29 1.090
55 H 22.2321 -23.2533 -1.7867  C31 1.090
56 H 22.9536 -16.4055 -5.7565  C16 1.090
57 H 22.8554 -11.9581 -1.2668  O5 0.960
58 H 17.3858 -22.0888 -2.7689  C12 1.090
59 H 14.4283 -16.1563 -7.0815  C19 1.090
60 H 27.4697 -20.7456 -13.5318  C28 1.090
61 H 16.3392 -15.5362 -5.5992  C38 1.090
62 H 18.2218 -22.6971 -10.2300  C17 1.090
63 H 26.0381 -22.5230 -1.9649  C37 1.090
64 H 27.9559 -14.6656 -4.3270  C26 1.090
65 H 17.1612 -16.9272 -5.9718  C38 1.090
66 H 19.7303 -12.8261 -12.5267  C14 1.090
67 H 24.4911 -22.5138 -2.8186  C37 1.090
68 H 27.7729 -12.8882 -4.0998  C26 1.090
69 H 23.8808 -17.1369 -7.0264  C16 1.090
70 H 23.7026 -13.1683 -3.1831  C32 1.090
71 H 15.2386 -22.7684 -3.4944  C21 1.090
72 H 25.4138 -21.3572 -11.2767  C13 1.090
73 H 15.7849 -17.0709 -4.8845  C38 1.090
74 H 22.6498 -12.7907 -4.4946  C32 1.090
75 H 18.6172 -21.6219 -7.5088  C36 1.090
76 H 23.1462 -24.7821 -1.8205  C31 1.090
77 H 21.1487 -12.1437 -11.8169  C14 1.090
78 H 17.2325 -23.8314 -7.4614  C30 1.090
79 H 21.2136 -12.7213 -13.5240  C14 1.090
80 H 30.9879 -12.9778 -1.8959  C20 1.090
81 H 16.9534 -17.1457 -8.2702  C24 1.090
82 H 22.4798 -20.1815 -7.1484  O3 0.960
83 H 15.5422 -23.0284 -1.2324  C15 1.090
84 H 20.8630 -11.9333 -3.0922  C33 1.090
85 H 21.7135 -15.2694 -10.1396  C25 1.090
86 H 25.8910 -20.4944 -6.4998  O10 0.957
87 H 16.8378 -20.5088 -2.2922  C12 1.090
88 H 29.0880 -13.6181 -5.0346  C26 1.090
89 H 30.8185 -15.1017 -2.5396  O8 0.960
90 H 27.2331 -20.1322 -5.9003  O10 0.957
91 H 26.9485 -20.4774 -10.1097  O6 0.960
92 H 20.5437 -13.9920 -9.9600  C25 1.090
93 H 27.0154 -22.4472 -13.0142  C28 1.090
94 H 25.8864 -21.5056 -13.8031  C28 1.090
95 H 24.7961 -23.9010 -0.1339  C35 1.090
96 H 22.4391 -24.3017 -0.3139  C31 1.090
97 H 16.9926 -21.8208 -9.3360  C17 1.090
98 H 28.7390 -13.9708 -1.9740  C27 1.090
99 H 22.8319 -19.4750 -4.1796  C34 1.090
100 H 16.3075 -15.5148 -8.2761  C24 1.090
101 H 15.0860 -21.3648 -0.7926  C15 1.090
102 H 18.4478 -24.6329 -8.3992  C30 1.090
103 H 27.8665 -18.6848 -2.7501  O4 0.957
104 H 21.1794 -19.7365 -4.9544  C34 1.090
105 H 16.9418 -21.0304 -3.9906  C12 1.090
106 H 30.9869 -12.6006 -3.6128  C20 1.090
107 H 15.4805 -16.8130 -9.2209  C24 1.090
108 H 21.6561 -18.2861 -4.1240  C34 1.090
109 H 13.4496 -21.6260 -3.5649  O7 0.960
110 H 26.5558 -18.6964 -12.1209  C23 1.090
111 H 20.5353 -14.9847 -12.2669  C22 1.090
112 H 13.8282 -22.5195 -1.3104  C15 1.090
113 H 23.1475 -13.8077 -12.5614  O11 0.960
114 H 25.3116 -18.9544 -10.9690  C23 1.090

The energy above the lowest of the compared OMol25 structures with the same formula, charge and spin comes out at 49.1 kcal/mol. As for the spin multiplicity: 1. As for the total energy: -51751.380 eV. The HOMO-LUMO gap is 9.7186 eV.


(2)
A cluster of 2 separate species, C4H5NO3 in total at a distorted geometry, computed with ωB97M-V/def2-TZVPD.

Last columns: bonded neighbours and bond lengths (Å).
Positions of all 13 atoms, in Å:
1 O 2.5674 -0.8687 0.1987  C7 1.210
2 O 0.2802 2.8166 0.0225  C8 1.248
3 O 1.1315 0.9221 1.0858  C7 1.513, C8 1.415
4 N -0.8773 0.9534 -0.0119  C6 1.549, C8 1.277
5 C 0.4151 -1.1651 -0.2846  C6 1.665, C7 1.494, H11 1.048, H12 1.169
6 C -1.0669 -0.5709 0.1874  N4 1.549, C5 1.665, H9 1.128, H10 1.131
7 C 1.4983 -0.3105 0.2895  O1 1.210, O3 1.513, C5 1.494
8 C 0.1261 1.6338 0.3902  O2 1.248, O3 1.415, N4 1.277
9 H -1.7210 -0.6657 1.1014  C6 1.128
10 H -1.8354 -1.0115 -0.5162  C6 1.131
11 H 0.2102 -1.1072 -1.3104  C5 1.048
12 H 0.7765 -2.1716 0.1877  C5 1.169
13 H -1.5047 1.5453 -1.3399  no bonds

The energy above the lowest of the compared OMol25 structures with the same formula, charge and spin comes out at 114.0 kcal/mol. As for the spin multiplicity: 1. As for the total energy: -11857.059 eV. The HOMO-LUMO gap is 9.0186 eV.


(3)
An isolated molecule of C2H5FN2 at a distorted geometry, computed with ωB97M-V/def2-TZVPD.

Last columns: bonded neighbours and bond lengths (Å).
Positions of all 10 atoms, in Å:
1 F -0.9718 1.4541 0.3320  N2 1.409
2 N 0.2940 0.8435 0.2367  F1 1.409, N3 1.670, C5 1.414
3 N 0.3532 -0.1197 -1.1269  N2 1.670, C4 1.242
4 C -0.3042 0.2407 -2.1165  N3 1.242, H7 1.189, H10 1.038
5 C 0.5896 0.0483 1.3674  N2 1.414, H6 1.136, H8 1.189, H9 0.999
6 H -0.3606 -0.5086 1.6453  C5 1.136
7 H -0.2373 -0.5373 -3.0125  C4 1.189
8 H 1.5542 -0.6015 1.1191  C5 1.189
9 H 0.8449 0.6256 2.1422  C5 0.999
10 H -1.0032 1.0087 -2.1209  C4 1.038

The energy above the lowest of the compared OMol25 structures with the same formula, charge and spin comes out at 99.8 kcal/mol. As for the spin multiplicity: 1. As for the total energy: -7848.027 eV. The HOMO-LUMO gap is 10.4441 eV.


These records have LUMO values of 0.19, -1.15, 1.13 eV, in the order they appear.